[1]
Formula: C2H3BrO
Source: OMol25
Level of theory: the ωB97M-V functional and the def2-TZVPD basis

## Properties
SMILES string: O=CCBr
HOMO level: -10.33 eV
Total charge: 0
Gap between HOMO and LUMO: 0.3908 Ha

Atoms and positions in Å:
C -0.00648 -0.26084 0.86587
C -0.13435 -0.03427 -0.66272
O -0.69519 -0.74585 1.75850
Br 0.75558 1.65511 -1.02997
H 0.38122 -0.75451 -1.37033
H 0.92076 0.07741 1.23340
H -1.22154 0.06295 -0.79475

***

[2]
Formula: C3H6O2S
Source: OMol25
Level of theory: the ωB97M-V functional and the def2-TZVPD basis

## Properties
SMILES string: O=C(O)CCS
HOMO level: -9.38 eV
Total charge: 0
Gap between HOMO and LUMO: 0.3656 Ha

Atoms and positions in Å:
O 0.90729 1.72686 0.86873
C 0.90682 0.53498 1.12916
O 1.01157 0.00965 2.36800
C 0.38206 -0.42231 0.04586
C -0.50431 0.10457 -1.12273
S -1.08549 -1.25748 -2.24217
H 0.81388 0.83204 2.90120
H -0.19290 -1.11563 0.63587
H 1.35691 -0.87363 -0.34502
H -1.56084 0.45571 -0.65919
H 0.28367 0.85261 -1.59196
H -2.31866 -0.84736 -1.98775

***

[3]
Formula: C2H5BrSi
Source: OMol25
Level of theory: the ωB97M-V functional and the def2-TZVPD basis

## Properties
SMILES string: Br[SiH]1CC1
HOMO level: -9.36 eV
Total charge: 0
Gap between HOMO and LUMO: 0.3753 Ha

Atoms and positions in Å:
C -0.09866 -0.24732 0.78752
C -0.06391 -0.34381 -0.80294
Si 1.28081 0.68540 -0.07927
Br 3.35973 -0.08920 0.07000
H -0.83072 0.25125 1.25258
H 0.15542 -1.19345 1.27606
H 0.12578 -1.33478 -0.97161
H -1.02988 -0.03965 -1.35434
H 1.59246 2.22229 0.14302

***

[4]
Formula: C3H5NO
Source: OMol25
Level of theory: the ωB97M-V functional and the def2-TZVPD basis

## Properties
SMILES string: N#CCCO
HOMO level: -11.08 eV
Total charge: 0
Gap between HOMO and LUMO: 0.4319 Ha

Atoms and positions in Å:
O 0.48301 1.68255 0.76204
C -0.34589 0.82812 0.00926
C 0.42217 -0.42981 -0.47480
C -0.33758 -1.66622 -0.27608
N -0.95229 -2.62433 -0.07010
H 0.55444 1.31719 1.65285
H -1.23778 0.52637 0.57449
H -0.67853 1.40869 -0.85423
H 1.35127 -0.49781 0.10009
H 0.70678 -0.34525 -1.52880

***

[5]
Formula: C16H18N2O3
Source: OMol25
Level of theory: the ωB97M-V functional and the def2-TZVPD basis

## Properties
SMILES string: CCOC(=O)C1=C(C)NC(=O)N[C@H]1/C=C\c1ccccc1
HOMO level: -8.72 eV
Total charge: 0
Gap between HOMO and LUMO: 0.3471 Ha

Atoms and positions in Å:
C 4.32027 1.44669 1.85490
C 4.16541 0.09027 1.18074
H 4.50972 -0.70482 1.85053
H 4.72049 0.05309 0.24076
O 2.80994 -0.16011 0.82172
C 2.01025 -0.66290 1.78920
O 2.41446 -0.92411 2.90173
C 0.64421 -0.84324 1.31660
C -0.34065 -1.32885 2.11198
N -1.59815 -1.48882 1.59107
C -1.86877 -1.53555 0.22491
O -2.94027 -1.92233 -0.18392
N -0.82342 -1.19689 -0.55896
H -1.02528 -1.16449 -1.54858
C 0.29055 -0.39733 -0.08805
C 0.00506 1.09159 -0.06693
C -0.83641 1.76830 -0.83886
C -1.62134 1.25049 -1.96678
C -1.00846 0.56780 -3.01657
C -1.75718 0.09921 -4.08128
C -3.12730 0.29834 -4.10844
C -3.74287 0.98482 -3.07540
C -2.99476 1.46860 -2.01844
H -3.47667 2.00325 -1.21270
H -4.81048 1.14524 -3.09457
H -3.71226 -0.07687 -4.93465
H -1.26971 -0.42446 -4.89100
H 0.06400 0.42843 -3.00306
H -0.98829 2.82169 -0.63297
H 0.54140 1.61729 0.71158
H 1.14528 -0.58781 -0.74916
H -2.33565 -1.84587 2.18233
C -0.15837 -1.72410 3.53699
H 0.27358 -0.90242 4.10358
H 0.54913 -2.54833 3.60563
H -1.10439 -2.02124 3.98354
H 5.37042 1.63647 2.05712
H 3.93323 2.23309 1.21091
H 3.77327 1.45586 2.79448

***

[6]
Formula: C36H62N16O4
Source: OMol25
Level of theory: the ωB97M-V functional and the def2-TZVPD basis

## Properties
SMILES string: c1cc[nH]c1.c1cc[nH]c1.c1cc[nH]c1.c1cc[nH]c1.c1cc[nH]c1.NC(N)=O.NC(N)=O.NC(N)=O.NC(N)=O.CCCC#N.CCCC#N.CCCC#N
HOMO level: -8.09 eV
Total charge: 0
Gap between HOMO and LUMO: 0.2940 Ha

Atoms and positions in Å:
C -25.11781 28.93169 -6.08985
O -26.28756 28.88987 -6.49488
N -24.53108 29.98037 -5.58933
N -24.40377 27.85820 -6.00913
H -23.72413 29.79982 -5.01393
H -24.97728 30.88061 -5.66618
H -23.47601 27.81175 -5.61696
H -24.78986 26.96978 -6.30212
C -23.22480 20.54178 -4.14126
O -24.40052 20.67851 -3.90025
N -22.24647 21.44821 -4.33526
N -22.68419 19.32944 -4.11895
H -22.46506 22.41680 -4.50942
H -21.34307 21.06916 -4.57229
H -21.69182 19.32451 -4.30354
H -23.33792 18.60854 -3.85567
C -26.99925 22.54364 -6.13072
O -27.85375 23.25925 -6.62900
N -27.16751 21.21412 -6.20396
N -25.88337 22.90561 -5.49317
H -26.48115 20.52647 -5.93250
H -27.99036 20.82730 -6.63790
H -25.26516 22.17717 -5.16893
H -25.64064 23.87891 -5.39424
C -26.11200 25.58149 -8.19045
O -25.81148 25.51569 -7.02081
N -26.04266 24.60032 -9.01769
N -26.48123 26.78999 -8.69402
H -26.24331 24.80390 -9.98361
H -25.78314 23.68655 -8.68048
H -27.05692 26.81536 -9.52106
H -26.47932 27.52665 -8.00004
C -18.62253 24.04493 -11.48980
C -17.92784 25.24996 -12.12005
C -17.06100 26.08808 -11.25141
C -15.84470 25.30336 -10.93422
N -14.87974 24.66009 -10.78013
H -19.24261 24.32170 -10.63625
H -17.85537 23.36185 -11.12184
H -19.21309 23.54569 -12.25707
H -18.74223 25.84870 -12.53229
H -17.41463 24.89931 -13.01603
H -17.48127 26.40247 -10.29379
H -16.90369 27.09363 -11.64360
C -21.58294 16.58082 -8.07792
C -22.22905 17.99423 -8.22317
C -23.64035 18.19287 -7.53162
C -24.34212 16.91754 -7.41245
N -24.84886 15.86818 -7.26101
H -21.03982 16.62152 -7.13315
H -20.87084 16.43822 -8.89084
H -22.21481 15.69388 -8.09032
H -22.40533 18.19283 -9.28132
H -21.52127 18.77074 -7.93530
H -24.26669 18.88551 -8.09264
H -23.51040 18.49630 -6.49200
C -23.94320 20.86295 -11.84423
C -23.07958 21.82964 -11.06598
C -22.69230 23.10510 -11.75885
C -21.90479 22.98208 -13.02744
N -21.25295 22.99258 -13.98309
H -23.36005 20.30117 -12.57213
H -24.80226 21.35857 -12.30001
H -24.49870 20.23307 -11.14788
H -22.12996 21.34937 -10.82395
H -23.48233 22.26400 -10.15037
H -22.19808 23.81909 -11.09858
H -23.62096 23.63763 -11.97140
N -20.84504 23.39912 -7.99120
C -21.48650 22.23577 -7.90753
C -22.78702 22.52218 -7.40138
C -22.77450 23.92274 -7.07501
C -21.60180 24.43551 -7.56229
H -19.95806 23.31262 -8.46532
H -21.17833 21.26924 -8.27458
H -23.70142 21.94979 -7.35586
H -23.55764 24.50825 -6.61779
H -21.20000 25.43218 -7.65708
N -24.86546 26.50108 -3.28522
C -25.35843 26.77868 -2.06438
C -24.76878 26.10759 -1.05509
C -23.82627 25.27748 -1.66806
C -23.88005 25.56836 -3.01209
H -25.12903 26.86888 -4.18616
H -26.18513 27.47412 -2.03693
H -24.91086 26.08823 0.01431
H -23.21867 24.54732 -1.15590
H -23.36094 25.13719 -3.85592
N -18.66678 27.55193 -7.10166
C -18.86582 26.32387 -6.56561
C -17.76932 25.54645 -6.89726
C -16.92447 26.38038 -7.68397
C -17.46209 27.65328 -7.70212
H -19.28426 28.34717 -7.16029
H -19.68693 26.13113 -5.89251
H -17.60667 24.55511 -6.50321
H -15.91432 26.16024 -7.99600
H -17.21988 28.63974 -8.06679
N -21.89204 26.86023 -12.79464
C -21.30701 26.83171 -11.55222
C -22.40173 26.83650 -10.63621
C -23.53944 26.51280 -11.34971
C -23.20486 26.45812 -12.65192
H -21.39723 26.96870 -13.66638
H -20.26777 27.11043 -11.46660
H -22.19222 26.98860 -9.58810
H -24.49563 26.31556 -10.89215
H -23.85306 26.32321 -13.50451
N -19.09324 19.21461 -3.71959
C -18.54153 20.44114 -3.90918
C -18.76179 20.82168 -5.22517
C -19.58483 19.89991 -5.86520
C -19.67535 18.83789 -4.98710
H -19.15618 18.77568 -2.81436
H -17.97758 20.87910 -3.09992
H -18.54928 21.76750 -5.70153
H -19.99554 19.84735 -6.86070
H -20.14796 17.86852 -5.03612

***

[7]
Formula: C5H13NOS
Source: OMol25
Level of theory: the ωB97M-V functional and the def2-TZVPD basis

## Properties
Multiplicity: 2
HOMO level (spin up / spin down): -13.97 / -13.32 eV
Total charge: +1
Gap between HOMO and LUMO (spin up / spin down): 0.2869 / 0.2031 Ha

Atoms and positions in Å:
C 1.36466 -0.29550 1.27057
C 1.92467 0.74819 0.26997
O 1.75449 0.39363 -1.04304
C 1.01063 -1.66126 0.64469
N 0.01015 -1.63067 -0.42342
C -1.34310 -1.20548 -0.21165
C -1.63927 0.21940 -0.81020
S -1.56817 1.54005 0.33122
H 2.12970 -0.50843 2.01415
H 0.49781 0.09559 1.80643
H 3.00348 0.90738 0.39627
H 1.44740 1.72842 0.43067
H -0.22803 3.03635 -1.73679
H 0.78308 -2.38318 1.42439
H 1.91757 -1.99156 0.13120
H 0.49345 -0.99582 -1.09232
H -1.53375 -1.20671 0.86448
H -2.04553 -1.90214 -0.66846
H -1.04450 0.35383 -1.71785
H -2.68275 0.20614 -1.14306
H 0.39911 2.75568 -1.99808